The following is a DFT calculation (wB97M-V/def2-TZVPD) of the ion C3H5N2O7S with charge -1 at a distorted geometry.

Last column: Mulliken charge in e.
CARTESIAN COORDINATES (ANGSTROEM)
C (-2.558, -0.808, 0.125)  -1.1491
C (-1.999, 0.431, -0.633)  -0.2700
O (-0.619, 0.731, -0.485)  -0.3216
C (0.308, -0.242, -0.478)  0.5472
O (0.156, -1.383, -0.709)  -0.5180
N (1.572, 0.316, -0.446)  -0.0663
N (1.851, 1.617, -0.161)  0.9710
O (1.373, 2.132, 0.840)  -0.4943
O (2.590, 2.144, -0.932)  -0.6353
S (2.422, -0.623, 0.907)  1.1773
O (2.795, -1.836, 0.203)  -0.6008
O (1.352, -0.808, 1.927)  -0.6252
O (3.459, 0.351, 1.239)  -0.6248
H (-2.032, -1.772, -0.070)  0.3111
H (-2.549, -0.659, 1.147)  0.3561
H (-3.464, -1.045, -0.376)  0.4077
H (-2.474, 1.326, -0.329)  0.2790
H (-2.185, 0.127, -1.769)  0.2560

The calculation puts the energy relative to the best compared isomer or geometry (same formula, charge and spin) at 14.2 kcal/mol. The total charge is -1. As for the highest occupied orbital energy: -6.0451 eV. The orbital gap comes out at 9.34 eV. Its SMILES is CCOC(=O)N([N+](=O)[O-])S(=O)(=O)[O-].